Entry 1:
Molecular formula: C6H8ClF3N2O2
Method: DFT, wB97M-V/def2-TZVPD

```
22
C6H8ClF3N2O2 (wB97M-V/def2-TZVPD)
Cl 1.498 -1.886 2.976
F 0.402 -4.311 1.357
F -1.252 -2.861 1.862
F -0.433 -3.208 -0.266
O 0.380 2.349 0.860
O -0.492 1.428 -1.078
N 0.663 0.126 0.334
N 0.116 -0.775 0.959
C -0.694 2.782 -1.584
C -0.180 -3.085 1.117
C 0.899 -2.043 1.225
C -2.142 3.072 -1.315
C 0.086 1.392 0.111
C 2.063 -2.092 0.345
H 2.751 -2.950 0.754
H -2.736 2.200 -1.366
H 2.683 -1.170 0.389
H 1.791 -2.392 -0.676
H -2.519 3.631 -2.153
H -0.015 3.449 -0.897
H -2.344 3.707 -0.366
H -0.522 2.638 -2.590
```

For the HOMO energy, the calculation gives -0.362 Eh. The calculation puts the total energy at -1253.14065 Eh.


Entry 2:
Molecular formula: C6H8ClFeO7
Method: DFT, wB97M-V/def2-TZVPD

```
23
C6H8ClFeO7 (wB97M-V/def2-TZVPD)
Fe 0.661 -1.254 -1.112
Cl 2.565 -1.863 -2.459
O 1.108 0.781 -0.846
O -0.066 4.170 2.119
O 0.050 -3.407 -0.717
O 1.856 -1.454 0.676
O -2.510 3.015 2.376
O -0.724 -1.137 -2.748
O -0.957 -0.709 0.012
C -0.872 0.506 0.459
C 0.404 1.269 0.106
C 0.725 2.389 0.816
C -1.648 2.433 1.747
C -1.848 1.141 1.136
C -0.256 3.087 1.590
H 1.695 2.844 0.659
H -1.231 -0.324 -2.667
H -2.796 0.633 1.283
H -0.855 -1.470 -3.637
H 1.996 -2.033 1.426
H 0.724 -4.086 -0.803
H -0.599 -3.716 -0.082
H 2.578 -0.818 0.665
```

For the HOMO energy (spin up / spin down), the calculation gives -0.151 / -0.148 Eh. The calculation puts the total energy at -2484.17691 Eh. Its spin multiplicity is 5. The net charge is -1.


Entry 3:
Molecular formula: C6H8ClN2O2
Method: DFT, wB97M-V/def2-TZVPD

```
19
C6H8ClN2O2 (wB97M-V/def2-TZVPD)
Cl -2.930 0.127 0.153
O -1.858 2.599 -1.119
O -2.256 3.550 0.955
N -0.516 -0.019 2.558
N 0.245 -0.328 1.687
C -1.581 1.141 0.759
C 1.563 -0.615 -1.228
C -1.899 2.628 0.130
C -1.556 0.963 2.231
C 0.131 -0.458 -0.802
C -0.008 0.453 0.461
H 1.580 -1.108 -2.228
H -0.496 0.056 -1.458
H 2.249 -1.073 -0.515
H -0.209 -1.442 -0.531
H -2.602 0.607 2.605
H -1.483 1.827 2.826
H 0.696 1.237 0.416
H 1.979 0.392 -1.202
```

For the HOMO energy, the calculation gives -0.177 Eh. The calculation puts the total energy at -953.62001 Eh. The net charge is -1.


Entry 4:
Molecular formula: C6H8F3O5PS
Method: DFT, wB97M-V/def2-TZVPD

```
24
C6H8F3O5PS (wB97M-V/def2-TZVPD)
S 0.172 -0.707 2.180
P 0.642 0.603 -1.054
F -0.061 1.727 3.032
F 1.663 1.496 1.781
F 1.681 0.666 3.731
O 1.172 -1.631 1.752
O -1.860 -1.671 1.012
O -0.640 -1.903 -0.807
O -0.511 -1.147 3.358
O -2.538 -3.196 -0.564
C -0.186 2.078 -1.784
C -0.759 -0.509 -0.576
C -1.765 -2.370 -0.174
C 0.926 0.917 2.700
C 1.714 -0.222 -2.289
C -1.143 -0.474 0.912
H -0.476 2.709 -0.955
H 2.280 0.574 -2.760
H 0.531 2.638 -2.370
H 1.201 -0.776 -3.066
H -1.075 1.828 -2.354
H -1.695 -0.229 -1.081
H 2.433 -0.827 -1.761
H -1.706 0.425 1.136
```

For the HOMO energy, the calculation gives -0.328 Eh. The calculation puts the total energy at -1648.70224 Eh.